No. 1
{"formula": "C7H3N", "method": "wB97M-V/def2-TZVPD", "homo_ev": -9.5, "homo_lumo_gap_ha": 0.3082, "lumo_energy_ha": -0.0404, "charge": 0, "smiles": "C#CC(C#C)=CC#N", "species": ["C", "C", "C", "C", "C", "C", "C", "H", "H", "H", "N"], "xyz": [[-2.456, -0.940, 0.855], [-1.345, -0.645, 0.466], [-0.105, -0.219, 0.022], [-0.020, 0.264, -1.235], [1.124, 0.861, -1.848], [0.995, -0.362, 0.927], [2.011, -0.116, 1.558], [-3.688, -0.896, 0.943], [-0.950, 0.514, -1.678], [2.563, -0.090, 2.484], [1.872, 1.628, -2.494]]}

---

No. 2
{"formula": "C7H3NO4RuTe4", "method": "wB97M-V/def2-TZVPD", "homo_ev": [-8.1, -8.1], "spin_multiplicity": 5, "homo_lumo_gap_ha": [0.1948, 0.1475], "lumo_energy_ha": [-0.1035, -0.1505], "charge": 0, "species": ["Ru", "O", "C", "O", "C", "C", "C", "N", "C", "C", "C", "O", "O", "H", "H", "H", "Te", "Te", "Te", "Te"], "xyz": [[-0.013, 0.672, 0.439], [6.835, 0.210, 0.095], [6.178, 0.072, 1.135], [6.475, -0.039, 2.329], [4.634, 0.031, 0.880], [4.139, 0.206, -0.415], [2.782, 0.252, -0.623], [1.921, 0.059, 0.396], [2.396, -0.172, 1.635], [3.736, -0.148, 1.930], [1.300, -0.314, 2.664], [1.493, -0.320, 3.842], [0.088, -0.369, 2.083], [4.861, 0.333, -1.211], [2.344, 0.430, -1.598], [4.104, -0.265, 2.941], [-2.466, -0.025, -0.123], [-3.749, 2.263, 0.024], [-1.939, 4.164, -0.631], [0.338, 2.809, -0.950]]}

---

No. 3
{"formula": "C7H41NO12", "method": "wB97M-V/def2-TZVPD", "homo_ev": -8.8, "homo_lumo_gap_ha": 0.3206, "lumo_energy_ha": -0.0037, "charge": 0, "species": ["C", "C", "C", "N", "C", "C", "C", "C", "H", "H", "H", "H", "H", "H", "H", "H", "H", "H", "H", "H", "H", "H", "H", "H", "H", "H", "H", "O", "H", "H", "O", "H", "H", "O", "H", "H", "O", "H", "H", "O", "H", "H", "O", "H", "H", "O", "H", "H", "O", "H", "H", "O", "H", "H", "O", "H", "H", "O", "H", "H", "O"], "xyz": [[-1.454, -3.138, -0.951], [-2.615, -3.803, -0.217], [-0.872, -1.911, -0.104], [-0.100, -2.469, 0.984], [3.315, -0.808, -0.088], [2.087, -1.733, -0.129], [1.174, -1.706, 1.195], [2.008, -2.318, 2.375], [-0.811, -4.012, -1.310], [-1.908, -2.565, -1.827], [-3.487, -3.238, -0.029], [-2.945, -4.477, -0.970], [-2.126, -4.329, 0.565], [-1.764, -1.170, 0.052], [-0.161, -1.317, -0.769], [-0.513, -2.838, 1.754], [3.393, -0.242, -1.037], [4.258, -1.418, -0.161], [3.409, -0.149, 0.850], [1.479, -1.448, -0.935], [2.287, -2.790, -0.353], [1.223, -0.545, 1.278], [2.148, -3.365, 2.169], [1.357, -2.286, 3.237], [2.904, -1.787, 2.354], [1.702, 3.516, 1.541], [0.263, 3.705, 1.869], [1.092, 4.224, 1.617], [1.838, 0.950, 1.283], [1.743, 2.141, 0.315], [2.175, 1.848, 1.018], [1.953, -0.803, -2.979], [1.214, -0.119, -4.022], [1.091, -0.599, -3.259], [-2.479, 0.601, 3.102], [-1.201, -0.264, 3.501], [-1.996, 0.078, 3.818], [-0.481, 0.836, -2.901], [0.242, 1.940, -2.310], [-0.437, 1.323, -2.006], [-2.773, -1.438, 3.796], [-3.150, -2.346, 2.613], [-2.890, -2.338, 3.564], [0.698, 3.804, -2.864], [2.068, 3.166, -3.392], [1.120, 2.976, -3.248], [2.599, 4.032, -0.627], [1.311, 4.785, -0.644], [1.863, 4.371, -1.248], [-1.000, 1.304, 0.879], [-0.884, 2.331, -0.142], [-0.352, 2.033, 0.677], [0.545, -2.651, -3.234], [0.872, -3.207, -1.904], [1.264, -3.083, -2.594], [-1.898, 2.111, -1.680], [-3.076, 3.218, -2.298], [-2.579, 2.816, -1.550], [-3.613, 1.888, 1.422], [-3.423, 0.962, 0.268], [-3.222, 1.012, 1.233]]}

---

Copy entry 3 word for word.
{"formula": "C7H41NO12", "method": "wB97M-V/def2-TZVPD", "homo_ev": -8.8, "homo_lumo_gap_ha": 0.3206, "lumo_energy_ha": -0.0037, "charge": 0, "species": ["C", "C", "C", "N", "C", "C", "C", "C", "H", "H", "H", "H", "H", "H", "H", "H", "H", "H", "H", "H", "H", "H", "H", "H", "H", "H", "H", "O", "H", "H", "O", "H", "H", "O", "H", "H", "O", "H", "H", "O", "H", "H", "O", "H", "H", "O", "H", "H", "O", "H", "H", "O", "H", "H", "O", "H", "H", "O", "H", "H", "O"], "xyz": [[-1.454, -3.138, -0.951], [-2.615, -3.803, -0.217], [-0.872, -1.911, -0.104], [-0.100, -2.469, 0.984], [3.315, -0.808, -0.088], [2.087, -1.733, -0.129], [1.174, -1.706, 1.195], [2.008, -2.318, 2.375], [-0.811, -4.012, -1.310], [-1.908, -2.565, -1.827], [-3.487, -3.238, -0.029], [-2.945, -4.477, -0.970], [-2.126, -4.329, 0.565], [-1.764, -1.170, 0.052], [-0.161, -1.317, -0.769], [-0.513, -2.838, 1.754], [3.393, -0.242, -1.037], [4.258, -1.418, -0.161], [3.409, -0.149, 0.850], [1.479, -1.448, -0.935], [2.287, -2.790, -0.353], [1.223, -0.545, 1.278], [2.148, -3.365, 2.169], [1.357, -2.286, 3.237], [2.904, -1.787, 2.354], [1.702, 3.516, 1.541], [0.263, 3.705, 1.869], [1.092, 4.224, 1.617], [1.838, 0.950, 1.283], [1.743, 2.141, 0.315], [2.175, 1.848, 1.018], [1.953, -0.803, -2.979], [1.214, -0.119, -4.022], [1.091, -0.599, -3.259], [-2.479, 0.601, 3.102], [-1.201, -0.264, 3.501], [-1.996, 0.078, 3.818], [-0.481, 0.836, -2.901], [0.242, 1.940, -2.310], [-0.437, 1.323, -2.006], [-2.773, -1.438, 3.796], [-3.150, -2.346, 2.613], [-2.890, -2.338, 3.564], [0.698, 3.804, -2.864], [2.068, 3.166, -3.392], [1.120, 2.976, -3.248], [2.599, 4.032, -0.627], [1.311, 4.785, -0.644], [1.863, 4.371, -1.248], [-1.000, 1.304, 0.879], [-0.884, 2.331, -0.142], [-0.352, 2.033, 0.677], [0.545, -2.651, -3.234], [0.872, -3.207, -1.904], [1.264, -3.083, -2.594], [-1.898, 2.111, -1.680], [-3.076, 3.218, -2.298], [-2.579, 2.816, -1.550], [-3.613, 1.888, 1.422], [-3.423, 0.962, 0.268], [-3.222, 1.012, 1.233]]}

---

> What is the formula in the third record?

C7H41NO12